[1]
C10H17CrN as an isolated structure. Source: the Open Molecules 2025 dataset; level of theory: ωB97M-V/def2-TZVPD.

Properties
Expectation value of S² ... 6.36
Electronic energy ... -1490.25444 hartree
Orbital gap (alpha / beta) ... 5.879 / 4.657 eV
2S+1 ... 5
LUMO (alpha / beta) ... 0.05 / -0.38 eV
Relative energy (zero: lowest compared OMol25 entry of this formula, charge and spin) ... 0.000 eV
Max |F| ... 2.5 eV Å⁻¹

CARTESIAN COORDINATES (ANGSTROEM)
Cr: 0.2171 0.1382 0.0456
C: -0.2725 -0.8064 -3.4905
H: -0.3601 -0.7035 -2.3945
H: 0.0768 -1.8080 -3.7274
H: 0.3384 0.0389 -3.8171
H: -1.2626 -0.7079 -3.9117
H: -1.0941 0.7288 0.8776
C: 1.5125 2.7505 -0.3591
N: 1.4222 1.6560 0.6571
C: 2.7671 1.0052 0.8122
C: 0.9119 2.1622 1.9871
C: 0.2197 1.0453 2.7466
C: -0.0217 1.1005 4.1139
C: -0.7142 0.0646 4.7717
C: -1.1369 -1.0440 4.0173
C: -0.9586 -1.0693 2.6331
C: -0.5092 0.1140 1.9404
H: 1.6738 2.3020 -1.3506
H: 2.3524 3.4329 -0.1269
H: 0.5537 3.2913 -0.4086
H: 3.4425 1.7220 1.3249
H: 2.6491 0.0699 1.3974
H: 3.1670 0.7804 -0.1948
H: 1.7432 2.6016 2.5566
H: 0.2282 3.0022 1.7610
H: 0.2894 1.9937 4.6567
H: -0.8856 0.1183 5.8442
H: -1.6611 -1.8449 4.5368
H: -1.2795 -1.9513 2.0665

***

[2]
One molecule with the formula C3H8N4S. Source: the Open Molecules 2025 dataset; level of theory: ωB97M-V/def2-TZVPD.

Properties
Electronic energy ... -736.26834 hartree
Orbital gap ... 9.877 eV
LUMO ... 0.74 eV
SMILES ... [H]/N=C\N(N)/C(=N\[H])SC
Relative energy (zero: lowest compared OMol25 entry of this formula, charge and spin) ... 1.355 eV
Max |F| ... 1.2 eV Å⁻¹

CARTESIAN COORDINATES (ANGSTROEM)
C: 2.9499 -0.1322 0.3476
C: 0.3295 0.5040 0.0143
C: -1.5939 -1.0112 0.1885
H: 3.7521 -0.9120 0.1944
H: 2.7793 0.0327 1.4295
H: 3.2496 0.8052 -0.0927
H: -0.0346 2.1893 0.7577
H: -2.6461 1.0092 -0.9511
H: -1.4076 2.0111 -0.8652
H: -0.8533 -1.8400 0.2273
H: -3.3838 -0.3452 0.4598
N: 0.7292 1.6178 0.4744
N: -1.0160 0.1755 -0.2924
N: -1.8947 1.3162 -0.3266
N: -2.8070 -1.2103 0.4866
S: 1.4594 -0.7755 -0.4286

***

[3]
A 3-piece molecular cluster, C4H12NO2 overall. Source: the Open Molecules 2025 dataset; level of theory: ωB97M-V/def2-TZVPD.

Properties
Electronic energy ... -364.32289 hartree
Orbital gap ... 5.522 eV
LUMO ... -8.56 eV
Charge ... +1
Relative energy (zero: lowest compared OMol25 entry of this formula, charge and spin) ... 8.499 eV
Max |F| ... 6.2 eV Å⁻¹

CARTESIAN COORDINATES (ANGSTROEM)
C: 1.0573 1.0877 -1.4166
C: -0.2116 0.3710 -0.8005
C: -1.5509 0.6723 -1.2741
C: -0.0707 -1.1777 -0.1600
N: 0.0978 0.0760 0.6713
H: 1.6883 0.2673 -1.8882
H: 0.6598 1.8345 -2.0092
H: 1.6150 1.7026 -0.6052
H: -1.8098 1.7636 -1.4575
H: -1.9149 0.0174 -2.0101
H: -0.8567 -1.9024 0.1152
H: 0.8465 -1.7518 -0.0716
H: -0.6678 0.2377 1.3462
H: 3.9035 -0.6569 2.5513
H: 3.5621 -2.0718 1.9698
O: 3.2906 -1.3199 2.5983
H: -3.7519 -0.0463 1.3657
H: -2.8104 0.4451 0.0454
O: -3.0762 0.4517 1.0297

***

[4]
A 2-piece molecular cluster, C18H15Cl2NO2 overall. Source: the Open Molecules 2025 dataset; level of theory: ωB97M-V/def2-TZVPD.

Properties
Electronic energy ... -1820.41717 hartree
Orbital gap ... 3.436 eV
LUMO ... -2.89 eV
Relative energy (zero: lowest compared OMol25 entry of this formula, charge and spin) ... 3.391 eV
Max |F| ... 2.5 eV Å⁻¹

CARTESIAN COORDINATES (ANGSTROEM)
C: 1.2406 -1.0406 -2.7932
C: 1.2161 -1.5869 -4.2191
O: 0.0783 -2.4132 -4.2864
C: -0.4778 -2.4350 -3.0287
O: -1.4693 -3.0798 -2.7261
N: 0.1875 -1.6546 -2.1400
H: 2.1781 -1.2720 -2.2694
H: 1.0869 0.0467 -2.7609
H: 1.1107 -0.7994 -4.9801
H: 2.0883 -2.2178 -4.4473
Cl: -2.0479 -5.7148 2.5539
C: -1.8799 -4.1170 1.9517
C: -2.7003 -3.6687 0.9200
C: -2.5582 -2.3989 0.4276
C: -1.5913 -1.5245 0.9634
C: -1.4436 -0.2244 0.4183
C: -0.5990 0.7362 0.9215
C: -0.4259 1.9640 0.3302
C: 0.5054 2.9384 0.7728
C: 0.4909 4.2281 0.2054
C: 1.3850 5.1816 0.6131
C: 2.3318 4.8830 1.5902
Cl: 3.4670 6.0786 2.0803
C: 2.3691 3.6111 2.1551
C: 1.4690 2.6566 1.7644
C: -0.7803 -1.9915 2.0197
C: -0.9240 -3.2656 2.4983
H: -3.4437 -4.3330 0.5142
H: -3.1871 -2.0525 -0.3767
H: -2.0058 0.0142 -0.4662
H: -0.0694 0.5281 1.8316
H: -1.0185 2.1936 -0.5353
H: -0.2431 4.4552 -0.5496
H: 1.3579 6.1733 0.1945
H: 3.1149 3.3961 2.9010
H: 1.5188 1.6775 2.2066
H: -0.0327 -1.3475 2.4488
H: -0.2986 -3.6245 3.2967

***

[5]
C15H16AuBN4O6 as an isolated structure. Source: the Open Molecules 2025 dataset; level of theory: ωB97M-V/def2-TZVPD.

Properties
Electronic energy ... -1412.32551 hartree
Orbital gap ... 7.786 eV
LUMO ... -0.46 eV
Relative energy (zero: lowest compared OMol25 entry of this formula, charge and spin) ... 0.983 eV
Max |F| ... 0.3 eV Å⁻¹

CARTESIAN COORDINATES (ANGSTROEM)
Au: -1.7538 -0.4680 0.0606
O: -1.7824 4.1366 -0.4423
C: -1.8268 2.7998 -0.3325
O: -0.8454 2.1061 -0.3640
C: -3.2373 2.2981 -0.1734
C: -4.2962 3.1785 -0.1953
C: -5.5827 2.6600 -0.0589
C: -5.7405 1.3039 0.0880
C: -4.6216 0.4657 0.1051
N: -3.3953 0.9708 -0.0233
C: -4.8573 -1.0730 0.2743
O: -6.0473 -1.3669 0.3617
O: -3.8318 -1.7873 0.2965
H: -0.8521 4.3835 -0.5443
H: -4.1224 4.2355 -0.3170
H: -6.4386 3.3218 -0.0714
H: -6.7042 0.8287 0.1951
N: -0.1884 -1.9109 0.1492
C: -0.5672 -3.0704 0.1537
N: -0.9361 -4.2083 0.0519
C: -1.2903 -5.2272 0.8161
N: -1.5623 -6.1583 1.4338
C: 4.1722 -2.1138 -0.2705
C: 3.2655 -0.9551 -0.6514
C: 3.7973 -0.2424 -1.8793
O: 1.9723 -1.5380 -0.9954
B: 1.1692 -1.3386 0.0759
O: 1.6808 -0.5828 1.0730
C: 2.9136 -0.0041 0.5517
C: 2.5715 1.4145 0.1243
C: 3.9352 0.0056 1.6708
H: 4.2492 -2.7937 -1.1183
H: 3.7720 -2.6713 0.5773
H: 5.1731 -1.7665 -0.0142
H: 4.0356 -0.9737 -2.6511
H: 4.7092 0.3070 -1.6396
H: 3.0645 0.4543 -2.2806
H: 1.7668 1.4240 -0.6110
H: 3.4403 1.9256 -0.2903
H: 2.2265 1.9681 0.9973
H: 4.1066 -0.9907 2.0719
H: 3.5734 0.6419 2.4778
H: 4.8853 0.4110 1.3181

***

[6]
C18H21N5O5PdS2 as an isolated structure. Source: the Open Molecules 2025 dataset; level of theory: ωB97M-V/def2-TZVPD.

Properties
Electronic energy ... -2272.78859 hartree
Orbital gap ... 6.785 eV
LUMO ... -1.29 eV
Relative energy (zero: lowest compared OMol25 entry of this formula, charge and spin) ... 1.482 eV
Max |F| ... 0.5 eV Å⁻¹

CARTESIAN COORDINATES (ANGSTROEM)
Pd: -0.3865 0.1395 0.2455
C: 0.4122 -4.7658 3.0064
N: 0.8146 -4.3919 1.6628
C: 1.7820 -5.0209 0.8995
C: 1.8394 -4.3802 -0.2777
N: 0.8995 -3.3506 -0.2325
C: 0.2636 -3.3618 0.9803
S: -0.9510 -2.3633 1.5750
C: 0.7473 -2.4604 -1.3391
C: 0.6213 -3.0124 -2.6005
C: 0.7248 -2.1781 -3.7105
C: 0.9846 -0.8326 -3.5189
C: 1.0536 -0.3752 -2.2141
N: 0.9053 -1.1523 -1.1260
H: 1.0082 -5.6198 3.3162
H: -0.6449 -5.0239 3.0198
H: 0.5731 -3.9327 3.6879
H: 2.3473 -5.8570 1.2691
H: 2.4723 -4.5285 -1.1331
H: 0.4732 -4.0783 -2.7039
H: 0.6401 -2.5917 -4.7066
H: 1.1789 -0.1284 -4.3156
H: 1.2534 0.6710 -2.0246
N: -1.9644 -0.4732 -0.9428
C: -3.1888 0.3531 -0.8268
C: -3.5511 0.5457 0.6362
C: -2.7054 1.6100 1.3321
O: -3.2227 2.4198 2.0669
O: -1.4106 1.6016 1.1030
H: -1.6766 -0.5488 -1.9144
H: -2.1508 -1.4121 -0.5916
H: -4.0004 -0.1347 -1.3699
H: -2.9903 1.3139 -1.3012
H: -3.4287 -0.4056 1.1665
H: -4.5918 0.8414 0.7445
N: 1.1247 0.9717 1.3786
C: 2.0499 1.5037 0.4013
C: 3.1833 0.7791 0.0751
C: 3.8780 1.0888 -1.0852
C: 3.4264 2.1111 -1.9076
C: 2.3727 2.9208 -1.4947
C: 1.6707 2.6185 -0.3387
S: 3.9580 2.1807 -3.6223
O: 3.9443 3.5845 -3.9700
O: 5.2506 1.5243 -3.6311
O: 2.8917 1.3996 -4.2518
H: 0.6007 1.6888 1.8795
H: 1.5762 0.3361 2.0261
H: 3.4780 -0.0736 0.6781
H: 4.7291 0.5007 -1.4030
H: 2.0673 3.7454 -2.1263
H: 0.7955 3.1919 -0.0544

***

[7]
C49H40MgN6P3S4 as an isolated structure. Source: the Open Molecules 2025 dataset; level of theory: ωB97M-V/def2-TZVPD.

Properties
Electronic energy ... -5037.03459 hartree
Orbital gap ... 6.239 eV
LUMO ... 1.68 eV
Charge ... -1
Relative energy (zero: lowest compared OMol25 entry of this formula, charge and spin) ... 0.179 eV
Max |F| ... 0.6 eV Å⁻¹

CARTESIAN COORDINATES (ANGSTROEM)
Mg: -0.9544 0.0257 -0.1855
N: 0.8662 3.9793 0.1405
C: 1.0862 3.9719 -1.2269
C: 1.7056 4.8820 -2.0744
C: 1.7616 4.5366 -3.4108
C: 1.2137 3.3323 -3.8803
C: 0.5981 2.4308 -3.0339
C: 0.5468 2.7619 -1.6796
N: 0.0346 2.0538 -0.5978
C: 0.2354 2.8161 0.4454
C: -0.2051 2.3928 1.7673
C: -0.1903 3.0400 2.9618
S: -0.8942 2.0340 4.1504
C: -1.1517 0.8185 2.9798
N: -0.7516 1.1395 1.7902
H: 1.0929 4.7150 0.7842
H: 2.1216 5.8127 -1.7108
H: 2.2312 5.2137 -4.1128
H: 1.2648 3.1094 -4.9380
H: 0.1516 1.5120 -3.3917
H: 0.1680 4.0289 3.1949
H: -1.6372 -0.1193 3.2125
C: 3.5422 -2.8617 0.1976
N: 2.2424 -2.2326 -0.0260
P: 1.9818 -0.6085 0.4035
C: 3.4779 0.2577 -0.2220
C: 3.3360 0.9381 -1.4299
C: 4.4103 1.6018 -2.0077
C: 5.6467 1.5852 -1.3800
C: 5.8044 0.9051 -0.1781
C: 4.7274 0.2485 0.3980
C: 2.3210 -0.5737 2.1961
C: 2.6815 0.6370 2.7955
C: 2.8045 0.7324 4.1715
C: 2.5635 -0.3804 4.9698
C: 2.1992 -1.5813 4.3824
C: 2.0812 -1.6773 3.0016
P: 1.1007 -2.7943 -1.1926
C: 2.2589 -3.4280 -2.4733
C: 2.4523 -4.7713 -2.7813
C: 3.3509 -5.1457 -3.7736
C: 4.0715 -4.1835 -4.4638
C: 3.8827 -2.8389 -4.1683
C: 2.9764 -2.4679 -3.1891
C: 0.4367 -4.3484 -0.5087
C: -0.8002 -4.7282 -1.0299
C: -1.4199 -5.8909 -0.5974
C: -0.8145 -6.6800 0.3708
C: 0.4004 -6.2938 0.9160
C: 1.0214 -5.1314 0.4821
H: 4.3132 -2.4314 -0.4486
H: 3.4858 -3.9262 -0.0191
H: 3.8493 -2.7345 1.2391
H: 2.3692 0.9532 -1.9220
H: 4.2732 2.1345 -2.9405
H: 6.4884 2.1026 -1.8236
H: 6.7703 0.8873 0.3116
H: 4.8554 -0.2682 1.3417
H: 2.8718 1.5093 2.1790
H: 3.0832 1.6767 4.6244
H: 2.6517 -0.3057 6.0467
H: 1.9849 -2.4496 4.9912
H: 1.7801 -2.6144 2.5558
H: 1.8973 -5.5307 -2.2448
H: 3.4882 -6.1951 -4.0044
H: 4.7724 -4.4775 -5.2352
H: 4.4336 -2.0795 -4.7094
H: 2.8187 -1.4166 -2.9736
H: -1.2942 -4.0892 -1.7548
H: -2.3896 -6.1592 -0.9941
H: -1.3062 -7.5775 0.7246
H: 0.8550 -6.8835 1.7024
H: 1.9510 -4.8263 0.9437
N: -1.4944 -0.3709 -3.4344
C: -1.3587 -0.2005 -2.2959
S: -6.8670 1.1710 -0.0852
P: -5.3389 0.0977 0.5418
S: -3.5159 0.9534 0.5501
C: -5.6409 -0.5021 2.2500
C: -4.7024 -1.3244 2.8702
C: -4.9183 -1.7875 4.1583
C: -6.0727 -1.4225 4.8432
C: -7.0077 -0.6022 4.2318
C: -6.7947 -0.1478 2.9350
C: -5.2406 -1.4627 -0.4069
C: -6.0204 -2.5652 -0.0666
C: -5.9718 -3.7178 -0.8365
C: -5.1487 -3.7757 -1.9549
C: -4.3721 -2.6782 -2.2992
C: -4.4212 -1.5265 -1.5269
H: -3.8000 -1.6045 2.3398
H: -4.1803 -2.4305 4.6189
H: -6.2404 -1.7812 5.8521
H: -7.9090 -0.3158 4.7611
H: -7.5160 0.4883 2.4362
H: -6.6656 -2.5228 0.8026
H: -6.5768 -4.5738 -0.5620
H: -5.1147 -4.6773 -2.5558
H: -3.7185 -2.7035 -3.1626
H: -3.8128 -0.6729 -1.7956
S: -1.4895 -3.5484 3.0494
C: -1.2133 -2.4536 1.8753
N: -1.0285 -1.6675 1.0280

***

[8]
C15H55BaN9O11 as an isolated structure. Source: the Open Molecules 2025 dataset; level of theory: ωB97M-V/def2-TZVPD.

Properties
Electronic energy ... -1950.14128 hartree
Orbital gap ... 9.168 eV
LUMO ... -4.20 eV
Charge ... +2
Max |F| ... 6.3 eV Å⁻¹

CARTESIAN COORDINATES (ANGSTROEM)
Ba: -21.4587 -17.8806 -2.7230
C: -17.8862 -17.2831 -3.8906
O: -18.9984 -17.6960 -3.6653
N: -16.8301 -17.4508 -3.1911
N: -17.6792 -16.5140 -4.9518
H: -15.9546 -17.1162 -3.5676
H: -16.9116 -17.7812 -2.2402
H: -18.5011 -16.3444 -5.5138
H: -16.7865 -16.0479 -5.0299
C: -24.4697 -22.5460 -4.3852
O: -23.7513 -21.6102 -4.7490
N: -24.0590 -23.7505 -4.1911
N: -25.7167 -22.4946 -4.1889
H: -23.1758 -23.9473 -4.6397
H: -24.6948 -24.5353 -4.1844
H: -26.1144 -23.3422 -3.8101
H: -26.2466 -21.6366 -4.2459
C: -24.8588 -16.0817 -2.1411
O: -23.8655 -16.7548 -2.4889
N: -25.2331 -14.9444 -2.6536
N: -25.7414 -16.4378 -1.2386
H: -24.5710 -14.6980 -3.3754
H: -25.9677 -14.3747 -2.2586
H: -25.5778 -17.2813 -0.7077
H: -26.6531 -16.0334 -1.0793
C: -20.0805 -20.3974 -5.3539
C: -21.0768 -19.4729 -6.0880
C: -21.4496 -20.0231 -7.4676
O: -22.4543 -19.2040 -8.0293
C: -21.9280 -18.0193 -8.6423
N: -22.1372 -19.2068 -5.2186
H: -20.4568 -21.3113 -4.8942
H: -19.6849 -19.8859 -4.4765
H: -19.2546 -20.6197 -6.0296
H: -20.6562 -18.4813 -6.2554
H: -21.6836 -21.0873 -7.4374
H: -20.4834 -20.1489 -7.9563
H: -21.3436 -17.3807 -7.9799
H: -22.7138 -17.4072 -9.0849
H: -21.2438 -18.3241 -9.4342
H: -22.7335 -18.5515 -5.7035
H: -22.7291 -20.0228 -5.2816
C: -24.2770 -13.3712 1.1483
C: -23.1232 -13.5220 0.1120
C: -21.8814 -12.7567 0.6556
O: -20.8848 -12.9667 -0.3212
C: -19.6998 -12.0866 -0.1706
N: -22.9738 -15.0238 0.1476
H: -24.1826 -13.9240 2.0830
H: -25.0478 -13.8006 0.5083
H: -24.3266 -12.3175 1.4230
H: -23.4996 -13.0976 -0.8188
H: -21.4533 -13.1658 1.5707
H: -22.1214 -11.6957 0.7252
H: -19.4199 -11.9350 0.8719
H: -19.8870 -11.1649 -0.7216
H: -18.8688 -12.6464 -0.5998
H: -23.8609 -15.4966 0.0495
H: -22.6410 -15.4185 1.0157
C: -22.9735 -22.4637 -0.8294
C: -22.1552 -21.2073 -1.0315
C: -20.7461 -21.4008 -1.4655
O: -19.9615 -20.3114 -1.9943
C: -18.5638 -20.6885 -2.0859
N: -22.8751 -20.3907 -2.0314
H: -23.8838 -22.0117 -0.4355
H: -22.6418 -23.0549 0.0242
H: -23.0314 -23.0996 -1.7128
H: -22.1909 -20.6673 -0.0853
H: -20.7954 -22.1743 -2.2318
H: -20.1989 -21.7606 -0.5941
H: -18.3451 -21.2523 -1.1790
H: -17.9784 -19.7890 -2.2763
H: -18.3543 -21.3721 -2.9087
H: -23.8487 -20.3423 -1.7669
H: -22.7973 -21.0887 -2.7572
O: -22.0415 -15.9561 -4.7431
H: -22.6931 -16.1867 -5.4053
H: -21.9197 -15.0121 -4.8447
O: -24.6845 -17.0273 -5.9871
H: -24.5405 -17.2899 -6.8962
H: -25.6110 -17.2085 -5.8288
O: -18.5057 -16.9141 -0.0241
H: -17.6035 -17.2078 0.1022
H: -18.5329 -16.0443 0.3747
O: -20.6829 -18.0663 -0.1094
H: -20.6746 -18.7974 0.5083
H: -20.0846 -17.4235 0.2714
O: -21.0248 -15.2926 -1.8514
H: -20.8793 -14.5736 -2.4664
H: -21.3779 -14.8706 -1.0681